ORCA calculation (wB97M-V/def2-TZVPD) on C5H6O as an isolated structure.

Last column: Löwdin charge in e.
Geometry (Å):
O  -0.5495  -1.8037  0.2053  -0.13
H  0.8840  0.4773  1.2528  0.14
C  0.2057  1.3347  -0.5057  -0.11
H  1.4380  -1.6984  0.3896  0.13
C  0.2689  0.2065  0.3930  -0.27
C  -1.0074  -0.5808  0.7743  -0.15
C  0.6496  -1.1565  -0.2008  -0.16
H  -1.0596  -0.7273  1.8988  0.14
H  0.1250  3.1206  -1.8908  0.02
H  -1.8936  -0.2570  0.2118  0.13
H  0.7674  -1.1981  -1.2903  0.13
C  0.1713  2.2827  -1.2379  0.12

total charge = 0
energy relative to the best compared isomer or geometry (same formula, charge and spin) = 293.55 kJ/mol
Kohn-Sham gap = 0.3964 hartree
total energy = -7326.24211 eV

---

ORCA calculation (wB97M-V/def2-TZVPD) on C5H6O as an isolated structure.

Last column: Löwdin charge in e.
Geometry (Å):
H  2.7428  0.9447  -0.0041  0.09
H  2.0662  -1.8812  -0.0412  0.13
H  -2.1054  -1.6376  -0.2525  0.20
H  0.2145  2.1771  -0.0050  0.13
C  0.5026  1.0852  0.0754  -0.05
H  -2.4794  0.7619  -1.0035  0.16
O  0.2709  -1.1190  0.0546  -0.05
C  -1.9007  -0.1416  -0.0547  -0.10
H  -2.3074  0.2020  1.2576  0.15
C  -0.3973  0.0464  0.0493  -0.47
C  1.7835  0.4570  -0.0586  -0.09
C  1.6099  -0.8950  -0.0171  -0.11

total charge = 0
energy relative to the best compared isomer or geometry (same formula, charge and spin) = 431.47 kJ/mol
Kohn-Sham gap = 0.3336 hartree
total energy = -7324.81266 eV

---

ORCA calculation (wB97M-V/def2-TZVPD) on one molecule with the formula C5H6O.

Last column: Löwdin charge in e.
Geometry (Å):
C  -0.6773  -1.1323  -0.0731  -0.10
C  -0.4822  -2.2861  0.6129  0.03
H  1.5593  2.3385  0.3456  0.08
H  -0.8572  1.2847  -1.2513  0.09
H  0.4211  -2.5662  1.2199  0.08
H  0.4478  3.2408  -0.8604  0.08
C  0.3909  -0.0710  0.0115  -0.35
H  -1.2114  -3.1535  0.5343  0.08
H  -1.6646  -1.1196  -0.3830  0.07
C  0.7468  2.3196  -0.3512  0.01
C  -0.0211  1.3444  -0.5899  -0.11
O  1.3478  -0.1991  0.7849  0.04

total charge = 0
energy relative to the best compared isomer or geometry (same formula, charge and spin) = 197.89 kJ/mol
SMILES string = C=CC(=O)C=C
Kohn-Sham gap = 0.3518 hartree
total energy = -7327.23349 eV